(1)
ORCA calculation (ωB97M-V with the def2-TZVPD basis set) on a cluster of 14 separate species, C4H32O16 in total.

Its LUMO energy is 0.029 eV. The calculation puts the relative energy (zero: lowest compared OMol25 entry of this formula, charge and spin) at 0.000 eV. For the total energy, the calculation gives -37427.6935 eV. The value obtained for the HOMO-LUMO gap is 10.52 eV.

Geometry (Å):
O1 0.874 3.315 -2.968
C1 0.026 2.546 -2.644
O2 -1.299 2.879 -2.424
C2 0.041 1.051 -2.831
C3 1.219 0.390 -3.475
C4 2.569 0.372 -2.752
O3 2.925 0.947 -1.748
H1 -1.442 3.848 -2.485
H2 -0.147 0.446 -1.873
H3 -0.860 0.821 -3.432
H4 1.502 0.856 -4.430
H5 1.054 -0.665 -3.777
H6 3.293 -0.219 -3.335
H7 -1.877 -0.292 1.222
H8 -2.942 0.301 0.309
O4 -2.689 0.248 1.223
H9 2.214 -2.783 -2.172
H10 0.790 -2.041 -1.692
O5 1.717 -1.967 -2.106
H11 0.764 0.799 4.257
H12 1.676 0.804 2.968
O6 1.640 0.583 3.913
H13 -2.462 0.704 3.536
H14 -1.483 1.807 3.036
O7 -1.641 1.167 3.747
H15 2.094 -0.980 3.395
H16 1.196 -2.063 3.208
O8 2.129 -1.874 2.979
H17 -3.719 -1.966 -0.387
H18 -3.238 -0.799 -1.155
O9 -2.912 -1.673 -0.851
H19 -2.609 2.357 -0.885
H20 -4.030 2.240 -0.453
O10 -3.352 1.742 -0.930
H21 -2.638 -1.465 3.304
H22 -2.991 -1.291 1.842
O11 -2.810 -1.992 2.518
H23 0.294 -3.029 0.061
H24 -1.052 -2.741 -0.483
O12 -0.162 -2.970 -0.791
H25 1.105 -0.497 0.456
H26 0.733 -1.627 1.500
O13 0.386 -0.931 0.940
H27 -0.146 3.002 1.260
H28 -0.412 1.505 1.048
O14 -0.846 2.344 1.262
H29 3.368 -2.704 1.104
H30 4.248 -2.667 -0.165
O15 3.811 -3.259 0.455
H31 2.465 2.033 0.850
H32 1.988 1.563 -0.550
O16 1.639 1.824 0.400

Forces on the atoms, in the same order (eV/Å):
0.298 0.383 0.577
-1.377 -0.582 -1.504
0.588 0.895 0.440
-0.843 -2.069 1.491
1.736 0.138 -0.633
-0.580 -0.279 -0.684
-0.442 -0.069 -0.177
0.503 -0.545 0.014
0.040 1.260 -0.861
0.400 0.222 0.261
-0.164 0.313 0.023
-0.229 0.685 0.510
0.176 0.035 0.135
0.128 0.480 -0.171
-0.082 0.618 -0.601
0.505 -0.437 0.840
-0.647 -0.364 0.451
1.791 -1.083 -0.466
-0.438 1.240 -0.048
-0.212 0.036 -0.398
-0.549 0.257 0.345
0.470 0.141 -0.132
0.247 0.450 -0.221
-0.228 -0.225 -0.337
0.162 -0.184 0.603
0.689 -0.192 -0.077
0.582 -0.737 -0.014
-1.191 0.223 0.384
0.586 -0.375 -0.093
0.645 -0.553 -0.289
-1.283 0.688 0.009
0.400 -0.363 -0.170
-0.140 -0.353 -0.015
-0.518 0.421 0.027
0.028 -0.197 0.150
-0.181 -0.685 0.792
-0.100 0.108 -0.388
0.259 -0.046 -0.472
-0.183 0.182 -0.490
-0.906 -0.578 0.824
0.093 -0.306 0.413
0.736 0.313 0.026
-0.897 0.762 -0.325
0.243 -0.216 -0.195
0.126 0.343 0.037
-0.526 0.197 0.206
0.009 0.167 0.167
-0.097 0.104 0.145
-0.003 -0.218 -0.192
-0.016 0.064 0.003
-0.566 0.561 1.840
0.956 -0.629 -1.764

---

(2)
ORCA calculation (ωB97M-V with the def2-TZVPD basis set) on a cluster of 13 separate species, C4H33NO12 in total.

Its LUMO energy is -0.323 eV. The calculation puts the relative energy (zero: lowest compared OMol25 entry of this formula, charge and spin) at 3.745 eV. For the total energy, the calculation gives -30742.5231 eV. The value obtained for the HOMO-LUMO gap is 7.30 eV.

Geometry (Å):
C1 2.487 1.470 -2.660
C2 2.727 1.853 -1.206
C3 1.453 2.236 -0.492
C4 1.172 2.035 0.799
N1 -0.135 2.186 1.267
H1 2.110 2.287 -3.281
H2 1.721 0.708 -2.792
H3 3.348 1.009 -3.133
H4 3.396 1.173 -0.668
H5 3.303 2.793 -1.256
H6 0.647 2.460 -1.189
H7 1.896 1.661 1.507
H8 -0.255 2.256 2.263
H9 -0.815 2.534 0.616
H10 -0.413 0.374 4.020
H11 -0.693 1.883 4.346
O1 -0.080 1.270 3.930
H12 1.553 -2.986 0.272
H13 2.032 -3.241 1.651
O2 2.324 -3.346 0.735
H14 -3.078 -0.115 -0.034
H15 -4.064 -0.689 -0.970
O3 -3.191 -0.268 -0.976
H16 -1.231 -1.455 1.117
H17 -1.090 -2.477 2.216
O4 -1.587 -1.683 1.987
H18 -0.378 -3.488 -1.514
H19 -0.443 -2.088 -1.043
O5 -0.293 -2.979 -0.699
H20 -0.725 1.034 -2.037
H21 -1.067 0.311 -0.858
O6 -0.730 0.109 -1.744
H22 -3.231 -2.016 0.529
H23 -4.130 -1.238 1.411
O7 -4.117 -2.054 0.898
H24 -3.963 2.339 -1.080
H25 -3.763 2.694 0.301
O8 -3.231 2.381 -0.447
H26 2.590 -1.347 -0.833
H27 1.391 -0.719 -1.568
O9 2.146 -1.307 -1.686
H28 4.011 -1.404 0.111
H29 3.867 -0.570 1.335
O10 4.287 -0.550 0.469
H30 -2.663 1.229 -4.007
H31 -3.221 0.534 -2.758
O11 -3.297 1.340 -3.293
H32 2.449 -0.086 2.885
H33 1.020 -0.570 2.774
O12 1.929 -0.861 2.649

Forces on the atoms, in the same order (eV/Å):
-0.609 -0.653 -0.464
0.599 1.671 -0.065
0.563 -1.391 -0.095
-0.970 0.283 -1.064
0.576 -0.504 0.265
0.379 0.336 0.184
-0.087 -0.027 0.268
0.303 0.290 0.004
-0.586 -0.147 -0.123
0.191 -0.186 -0.039
-0.125 0.475 0.284
0.068 0.114 0.056
-0.283 0.055 -0.371
-0.136 0.313 0.195
-0.464 0.118 0.198
-0.117 -0.352 0.223
0.460 0.157 0.146
-0.029 -0.252 -0.561
0.475 -0.032 0.022
-0.326 0.313 0.364
0.126 0.615 -0.091
0.119 -0.186 -0.128
-0.787 -0.744 0.077
0.143 -0.066 0.185
-0.169 -0.121 -0.026
0.548 0.317 -0.073
0.169 -0.325 0.161
0.156 0.182 -0.033
-0.394 0.352 -0.112
0.286 -0.323 -0.640
0.019 -0.506 -0.018
0.264 0.775 0.513
0.119 -0.612 0.017
-0.252 -0.266 0.392
-0.453 0.316 -0.105
0.679 -0.307 -0.725
0.634 0.107 0.317
-1.090 0.553 0.614
-0.315 0.217 -0.079
0.044 0.106 0.128
-0.086 -0.456 -0.070
0.454 -0.121 0.135
0.017 -0.002 -0.020
-0.141 -0.283 0.133
-0.056 0.000 -0.047
0.220 0.279 0.060
-0.079 -0.112 -0.047
-0.081 0.028 0.185
0.010 0.076 -0.198
0.018 -0.074 0.070

---

(3)
ORCA calculation (ωB97M-V with the def2-TZVPD basis set) on a cluster of 14 separate species, C4H33NO13 in total.

Its LUMO energy (alpha / beta) is -3.903 / -6.642 eV. The calculation puts the relative energy (zero: lowest compared OMol25 entry of this formula, charge and spin) at 3.025 eV. For the total energy, the calculation gives -32779.8906 eV. The value obtained for the HOMO-LUMO gap (alpha / beta) is 9.31 / 6.57 eV. As for the net charge: +1. Its spin multiplicity is 2. Its expectation value of S² is 0.760.

Geometry (Å):
N1 -2.520 -2.525 -1.670
C1 -2.189 -1.421 -0.969
C2 -1.363 -0.428 -1.471
C3 -3.841 -1.323 0.841
C4 -2.584 -1.321 0.478
H1 -2.667 -3.255 -0.973
H2 -1.890 -2.817 -2.430
H3 -0.921 0.339 -0.866
H4 -1.613 0.001 -2.467
H5 -4.246 -1.443 1.849
H6 -4.637 -1.228 0.079
H7 -1.752 -1.486 1.112
H8 -3.048 2.306 -2.617
H9 -3.249 1.885 -1.111
O1 -2.687 1.783 -1.890
H10 3.290 -0.064 1.619
H11 3.793 -0.286 2.975
O2 3.009 -0.502 2.446
H12 -0.041 1.494 -4.686
H13 -0.128 1.753 -3.115
O3 0.180 2.081 -3.953
H14 1.126 2.346 1.115
H15 1.961 2.760 2.343
O4 1.159 2.302 2.072
H16 -0.929 -2.808 3.737
H17 -0.209 -1.536 2.943
O5 -0.139 -2.376 3.403
H18 1.525 2.705 -1.654
H19 2.072 2.974 -3.042
O6 2.303 2.505 -2.231
H20 -0.661 2.710 2.741
H21 -0.166 2.229 1.218
O7 -0.856 2.399 1.857
H22 0.950 -0.882 -3.403
H23 -0.097 -1.773 -3.033
O8 0.331 -1.483 -3.851
H24 0.588 -2.775 0.301
H25 -0.138 -3.115 1.576
O9 -0.292 -3.016 0.626
H26 0.901 0.641 2.971
H27 1.654 0.004 4.047
O10 0.748 0.064 3.734
H28 4.878 0.975 -1.260
H29 3.366 1.474 -1.344
O11 3.966 0.767 -1.010
H30 1.941 -3.195 2.533
H31 2.887 -2.396 1.773
O12 2.414 -3.242 1.685
H32 -0.943 3.197 -0.459
H33 -0.950 2.277 -1.563
O13 -0.287 2.728 -1.002

Forces on the atoms, in the same order (eV/Å):
1.266 0.602 1.524
0.314 -1.012 0.797
-0.942 1.691 -1.828
-2.138 -0.006 -0.268
-0.054 -0.746 -1.392
-0.572 -0.390 -0.598
-0.797 0.340 0.090
0.412 -0.305 0.752
0.673 -1.145 0.362
0.630 0.281 -0.157
0.478 -0.118 0.372
0.650 0.267 0.611
-0.235 0.060 0.209
-0.133 0.211 -0.213
-0.145 0.125 -0.144
-0.458 -0.249 -0.102
-0.165 -0.384 0.285
1.343 0.677 -0.613
-0.138 -0.199 0.414
-0.047 -0.589 -0.120
0.133 0.694 -0.728
1.584 0.324 -0.302
0.532 -0.053 -0.196
5.036 -0.027 1.075
-0.318 0.735 -0.201
-0.527 0.394 0.808
0.866 -1.580 -0.270
0.796 -0.108 -0.589
0.198 -0.242 -0.144
-1.099 0.591 0.881
0.845 -0.214 -0.667
-1.882 0.354 1.209
-6.113 -0.265 -1.584
0.464 0.095 -0.819
-0.157 -0.538 -0.418
-0.026 0.494 1.213
0.100 -0.403 0.229
0.069 -0.084 0.260
-0.006 0.275 -0.699
-0.291 0.135 0.067
-0.080 -0.480 0.238
-0.209 0.686 -0.155
-0.519 0.145 -0.021
0.929 -0.408 -0.233
-0.231 0.011 0.413
-0.154 -0.447 -0.167
0.146 -0.184 -0.325
-0.081 0.685 0.532
0.581 0.370 0.367
0.288 0.171 0.060
-0.815 -0.237 0.184

---

(4)
ORCA calculation (ωB97M-V with the def2-TZVPD basis set) on a cluster of 12 separate species, C4H34N2O12 in total.

Its LUMO energy is -0.234 eV. The calculation puts the relative energy (zero: lowest compared OMol25 entry of this formula, charge and spin) at 3.431 eV. For the total energy, the calculation gives -32248.7424 eV. The value obtained for the HOMO-LUMO gap is 9.27 eV.

Geometry (Å):
C1 1.563 -1.077 0.359
N1 1.510 0.030 -0.611
C2 0.211 -1.526 1.009
C3 -0.470 -2.499 0.077
N2 0.376 -1.835 2.444
C4 -0.480 -1.115 3.308
O1 -1.900 -0.998 2.920
H1 2.358 -0.805 1.065
H2 2.005 -1.840 -0.301
H3 1.311 0.919 -0.174
H4 0.846 -0.234 -1.333
H5 -0.309 -0.536 1.027
H6 -0.164 -3.546 0.306
H7 -1.553 -2.552 0.150
H8 -0.331 -2.433 -0.976
H9 0.441 -2.843 2.594
H10 -0.247 -0.036 3.235
H11 -0.538 -1.538 4.307
H12 -2.172 -1.780 2.428
H13 2.075 3.279 2.897
H14 2.093 1.820 2.271
O2 2.464 2.708 2.239
H15 -0.865 -1.821 -3.068
H16 0.583 -2.059 -3.370
O3 -0.146 -1.462 -3.600
H17 -2.299 0.321 1.073
H18 -1.957 1.741 1.129
O4 -2.552 1.138 0.616
H19 -4.157 -2.595 0.855
H20 -4.581 -1.477 -0.002
O5 -3.792 -1.775 0.487
H21 -0.059 2.118 1.503
H22 -0.927 3.383 1.706
O6 -0.720 2.490 2.086
H23 4.960 -0.412 -0.827
H24 3.761 -0.970 -0.129
O7 4.728 -0.959 -0.052
H25 3.566 3.035 -1.505
H26 3.125 1.409 -1.177
O8 3.223 2.344 -0.934
H27 1.633 0.741 -4.384
H28 1.986 1.809 -3.410
O9 2.396 1.103 -3.920
H29 -1.954 3.942 0.008
H30 -0.701 3.506 -0.669
O10 -1.000 4.094 0.033
H31 -1.647 0.282 -2.789
H32 -2.211 1.349 -1.795
O11 -2.147 1.100 -2.726
H33 -3.156 -2.339 -1.777
H34 -2.469 -3.731 -1.396
O12 -2.616 -3.074 -2.078

Forces on the atoms, in the same order (eV/Å):
0.977 -0.063 -0.796
-0.166 -0.581 0.336
1.355 2.730 -0.264
-0.852 -2.100 1.425
-0.259 -1.346 -1.156
-1.589 0.999 -0.469
0.357 -0.341 -0.393
-0.614 -0.227 0.435
-0.263 -0.631 0.681
-0.363 0.153 -0.196
-0.017 0.669 -0.131
-0.149 -0.827 -0.215
0.192 0.530 0.035
-0.147 0.446 0.489
0.712 0.797 -0.760
-0.210 0.431 0.259
0.445 -0.526 0.736
0.787 0.174 0.127
-0.032 -0.133 0.080
-0.476 -0.267 0.360
-0.041 0.359 0.528
0.544 -0.151 -0.780
-0.420 -0.249 -0.121
-0.032 0.288 -0.275
0.317 -0.159 0.463
-0.573 -0.314 -0.076
-0.612 -0.140 -0.235
0.810 0.216 0.153
0.373 0.065 0.171
0.519 0.458 0.205
-1.046 -0.529 -0.337
0.396 0.303 -0.208
0.760 -1.007 0.180
-0.554 0.600 0.605
0.164 -0.328 0.570
0.415 -0.068 0.123
-0.339 0.444 -0.839
0.132 -1.064 -0.560
0.359 0.673 -0.955
-0.624 0.352 1.350
0.072 -0.253 -0.132
0.212 0.113 0.191
-0.323 0.092 -0.003
-0.094 0.253 -0.030
0.339 0.047 -0.067
-0.530 0.139 -0.427
0.147 0.081 0.180
0.006 -0.464 0.132
-0.113 0.324 -0.128
0.010 -0.319 0.648
-0.353 0.349 0.296
0.392 0.007 -1.205

---

| no. | largest force on an atom (eV/Å) |
| --- | --- |
| 1 | 2.7 |
| 2 | 1.8 |
| 3 | 6.3 |
| 4 | 3.1 |